Record 1
C41H31Br2Cl2N4O7STa | the ωB97M-V functional and the def2-TZVPD basis

Structure (XYZ):
```
89
Properties=species:S:1:pos:R:3
Ta 0.52699 -0.24174 0.49623
Br -5.95034 2.86486 -3.32153
C -4.37669 2.35251 -2.42570
C -3.41553 3.32692 -2.22411
C -2.26010 2.97360 -1.55028
N -2.03058 1.74033 -1.11132
C -2.96568 0.81894 -1.30419
C -4.18502 1.05301 -1.95116
C -1.31096 -1.30235 -0.79835
C -1.49316 -2.48899 -1.69417
C -1.76276 -3.66838 -1.13603
Br -2.14206 -5.15487 -2.22756
C -1.70531 -3.90075 0.30129
C -1.21761 -2.93308 1.07908
N -0.87943 -1.68770 0.57006
H -3.56015 4.33708 -2.58188
H -1.48479 3.71123 -1.36713
H -6.00947 0.43101 -2.79925
H -1.43886 -2.32468 -2.76405
H -1.95337 -4.86800 0.71069
H -1.01776 -3.08963 2.13083
C -6.66373 -4.08941 -1.80983
C -6.10730 -2.71224 -1.88993
C -6.47185 -1.75240 -0.94606
C -5.99549 -0.47314 -1.02472
C -6.34063 0.54675 0.00422
C -5.20512 -0.05326 -2.20291
C -4.74526 -1.13429 -3.12408
C -3.86919 -0.77444 -4.28006
C -5.21801 -2.38954 -2.95379
C -2.69546 -0.54793 -0.71767
O -3.60117 -1.16380 -0.21758
O -0.24068 -0.42949 -1.24538
H -7.04351 -4.32419 -0.81819
H -5.92738 -4.83125 -2.11827
H -7.50014 -4.15827 -2.51477
H -7.11122 -2.03467 -0.11800
H -7.37431 0.43388 0.32997
H -6.17808 1.56468 -0.34514
H -5.70211 0.38194 0.87845
H -4.39527 -0.08110 -4.94469
H -3.60104 -1.65835 -4.85485
H -2.95803 -0.26531 -3.95908
H -4.92512 -3.17544 -3.64003
Cl 6.61457 -2.89893 -1.99859
C 4.89252 -2.90740 -1.83738
C 4.13291 -3.24132 -2.93335
C 2.74561 -3.28233 -2.84806
C 2.14888 -2.98539 -1.64714
C 2.93808 -2.64746 -0.55875
Cl 2.03212 -2.31611 0.94710
C 4.33432 -2.58486 -0.57422
N 5.19428 -2.33811 0.46755
C 5.03091 -1.74346 1.75696
C 5.31956 -2.54091 2.85935
C 5.31390 -2.00992 4.13796
C 5.01257 -0.66763 4.32564
C 4.73128 0.12863 3.22880
C 4.74891 -0.38932 1.93778
C 4.40783 0.52047 0.77392
C 2.93434 0.49981 0.59892
O 2.34971 0.28431 -0.52531
O 2.13539 0.56706 1.60643
H 4.63603 -3.47840 -3.86091
H 2.14829 -3.55315 -3.70713
H 1.07363 -3.03022 -1.53614
H 6.13814 -2.63871 0.27847
H 5.55375 -3.58680 2.69850
H 5.54734 -2.64253 4.98445
H 5.00732 -0.24002 5.31931
H 4.50236 1.17839 3.37309
H 4.87931 0.22311 -0.16023
H 4.70321 1.54647 1.00765
O -0.14767 3.15802 4.99556
S -1.47463 3.03457 4.43669
O -1.70370 4.31761 3.39217
N -1.36206 1.79679 3.30010
C -0.76229 2.03459 2.21762
O -0.51199 0.94066 1.41212
C -0.33584 3.32038 1.69844
C 0.49714 3.49331 0.58790
C 0.83057 4.75265 0.14762
C 0.31376 5.86969 0.81284
C -0.51865 5.72248 1.90291
C -0.83683 4.44620 2.34622
H 0.88411 2.63521 0.05249
H 1.48421 4.87931 -0.70448
H 0.57239 6.86404 0.47314
H -0.92615 6.57413 2.43125
```

Properties
2S+1: 1
Relative energy (zero: lowest compared OMol25 entry of this formula, charge and spin) in kJ/mol: 584.7
E_HOMO in eV: -12.7
Total charge: +2
Gap between HOMO and LUMO in eV: 6.29
E_tot in eV: -240817.279

***

Record 2
C2H8N4P | the ωB97M-V functional and the def2-TZVPD basis

Structure (XYZ):
```
15
Properties=species:S:1:pos:R:3
C -2.43443 0.74487 0.20644
N -0.97794 0.88286 0.46730
C -0.03958 -0.22623 0.24398
P -0.69666 -1.92221 0.15377
N 1.15562 -0.02640 0.55789
N 2.32321 0.00206 0.68694
N 3.12187 0.39592 -0.30625
H -2.89768 0.97718 1.17310
H -2.64293 -0.33599 -0.17444
H -2.75288 1.35226 -0.54642
H -0.54850 1.81365 0.66406
H -0.97779 -1.55253 -1.12127
H 0.54164 -2.43428 -0.49216
H 2.74960 0.31187 -1.29100
H 4.07643 0.01697 -0.22193
```

Properties
2S+1: 1
Relative energy (zero: lowest compared OMol25 entry of this formula, charge and spin) in kJ/mol: 92.0
E_HOMO in eV: -13.7
Structure (SMILES): C/[NH+]=C(P)/N=N\N
Total charge: +1
Gap between HOMO and LUMO in eV: 9.35
E_tot in eV: -17442.183

***

Record 3
C6H30NO8S | the ωB97M-V functional and the def2-TZVPD basis

Structure (XYZ):
```
46
Properties=species:S:1:pos:R:3
C 1.25470 1.48800 -1.56005
C 2.02774 1.82818 -0.27877
S 3.85812 1.74424 -0.61773
N 0.14299 0.45833 -1.36939
C -0.83458 0.25997 -2.38338
C -2.19597 0.31112 -1.65787
C -2.91140 1.62724 -1.74165
C -2.94402 -0.95278 -2.34805
H 1.95238 1.21479 -2.35836
H 0.88777 2.50133 -1.87940
H 1.95270 2.92470 -0.01861
H 1.74462 1.21870 0.54732
H 0.63670 -0.49224 -1.10046
H -0.80782 -0.66922 -3.03461
H -0.98270 1.12410 -3.15890
H -2.09900 0.11257 -0.56911
H -3.08707 2.03605 -2.82335
H -2.43762 2.65491 -1.24571
H -3.93903 1.57767 -1.44556
H -2.72505 -1.01525 -3.33063
H -4.00803 -0.58102 -2.37703
H -2.80604 -1.92899 -1.68559
H -0.70575 1.77064 0.32583
H -2.09930 2.34154 0.55162
O -1.33377 2.01670 1.03384
H -1.42948 -3.18317 1.84188
H -1.75280 -1.74850 2.48659
O -1.65023 -2.73067 2.58728
H 3.92166 -1.26716 1.39068
H 4.42415 -0.42544 0.26339
O 4.40794 -1.36354 0.58684
H 1.31865 -1.03232 3.07187
H 0.81517 -2.30149 2.36616
O 1.62478 -1.81580 2.50981
H 1.79890 -1.56211 0.85888
H 2.78477 -1.27491 -0.41558
O 1.84214 -1.59174 -0.14518
H 1.83146 1.79475 3.68910
H 1.94849 1.30403 2.01265
O 1.50748 1.22589 3.04677
H 0.75203 -2.97715 -0.28746
H 0.36180 -4.43758 -0.25515
O -0.01669 -3.54531 -0.42787
H -1.63748 1.41700 2.74834
H -0.25705 1.02090 3.19875
O -1.13625 0.92305 3.39788
```

Properties
2S+1: 2
Relative energy (zero: lowest compared OMol25 entry of this formula, charge and spin) in kJ/mol: 247.3
E_HOMO (spin up / spin down) in eV: -9.1 / -9.1
Gap between HOMO and LUMO (spin up / spin down) in eV: 9.15 / 6.01
Expectation value of S²: 0.75
E_tot in eV: -35409.973

***

Record 4
C25H37ClHgN3O4P | the ωB97M-V functional and the def2-TZVPD basis

Structure (XYZ):
```
72
Properties=species:S:1:pos:R:3
C 0.87442 3.85308 -2.63781
C 2.29860 3.44730 -3.18930
C 2.35888 2.01391 -3.83122
C 2.68558 0.85420 -2.78917
N 2.19589 1.27184 -1.43507
C 1.68173 0.21921 -0.66344
C 0.30757 -0.31924 -0.90265
C -0.14072 -1.39764 -0.00532
C 0.74354 -1.97162 1.07542
C 0.28330 -3.12188 2.00219
C 0.68167 -4.56281 1.49990
N -0.25237 -5.42870 1.47087
C 2.13823 -1.41644 1.29728
C 3.01758 -2.04114 2.41286
C 2.65500 -1.56740 3.88060
N 2.67994 -2.80417 4.72923
C 2.57820 -0.31588 0.44128
P 4.28571 0.36897 0.79511
C 4.04936 1.96210 1.81072
O 5.05888 0.76466 -0.65887
C -1.59274 -1.92868 -0.26388
O -1.99019 -3.00654 0.08600
C -2.60656 -1.03330 -1.07212
O -3.94540 -1.31449 -0.86696
C -4.30133 -0.66272 0.40642
C -4.80420 -1.67053 1.49831
C -5.11423 -0.78735 2.80882
C -2.19859 -0.04771 -1.92466
C -3.09987 0.86730 -2.81077
Cl -3.52802 -0.12969 -4.29590
C -4.35654 1.47222 -2.09818
C -4.02829 2.37834 -0.84475
C -0.65594 0.18802 -2.03051
O -0.24911 0.74406 -3.03018
H 0.34917 2.91737 -2.26777
H 1.05529 4.50762 -1.68435
H 0.20197 4.34535 -3.38436
H 3.10047 3.49681 -2.39247
H 2.58456 4.21528 -3.96655
H 1.47555 1.76398 -4.48075
H 3.24361 2.02433 -4.53917
H 2.15944 -0.08295 -3.10748
H 3.78568 0.60569 -2.75596
H 2.87404 1.84038 -0.92162
H -0.83011 -3.07452 2.12183
H 0.70637 -3.02679 3.04974
H 1.71529 -4.88769 1.21578
H 0.14007 -6.32499 1.14913
H 4.11151 -1.85185 2.25119
H 2.89032 -3.16136 2.32956
H 3.47222 -0.90194 4.26484
H 1.63011 -1.11248 3.94301
H 2.81819 -2.53193 5.71190
H 3.54353 -3.32125 4.50983
H 2.96660 2.20860 1.97742
H 4.62182 2.82353 1.36709
H 4.47554 1.71979 2.82582
H 6.02663 0.77551 -0.53392
H -3.37750 -0.13837 0.79758
H -5.10793 0.11001 0.26928
H -5.78359 -2.09579 1.16682
H -4.04941 -2.43031 1.81494
H -6.20416 -0.78261 3.05730
H -4.55142 -1.19727 3.68627
H -4.79401 0.28615 2.64447
H -2.50295 1.73701 -3.20188
H -5.12766 0.71016 -1.80703
H -4.87035 2.13518 -2.85595
H -3.19885 2.00303 -0.19319
H -4.95531 2.38361 -0.19693
H -3.89615 3.45618 -1.15403
Hg 1.59141 5.97925 -1.57461
```

Properties
2S+1: 1
E_HOMO in eV: -13.6
Total charge: +2
Gap between HOMO and LUMO in eV: 2.50
E_tot in eV: -65146.030

***

Number 1 is which compound?
C41H31Br2Cl2N4O7STa

***

Which of these has the highest 2S+1?
C6H30NO8S